DFT (ωB97M-V with the def2-TZVPD basis set) results for 7 unconnected molecules or ions with the total composition H14O7 in a non-equilibrium geometry.

Last column: Mulliken charge in e.
Cartesian coordinates (Å):
O: -0.021 -0.127 0.277  -0.572
H: 0.850 -0.003 0.489  0.280
H: -0.280 0.049 -0.504  0.229
O: 2.372 2.497 -0.198  -0.556
H: 2.649 1.538 -0.341  0.304
H: 2.861 2.536 -1.041  0.306
O: -0.963 -0.284 3.012  -0.607
H: -0.423 -0.163 2.237  0.308
H: -0.476 0.285 3.707  0.333
O: -3.041 0.307 0.339  -0.567
H: -2.200 0.241 0.225  0.302
H: -3.534 1.104 0.115  0.309
O: 3.087 -0.222 -0.251  -0.745
H: 3.410 -1.148 0.219  0.334
H: 3.403 -0.455 -1.184  0.334
O: -1.104 -2.589 0.177  -0.611
H: -0.523 -1.926 0.422  0.390
H: -1.033 -2.808 -0.736  0.262
O: -1.382 0.506 -2.321  -0.619
H: -1.563 -0.342 -2.599  0.301
H: -2.087 1.004 -2.046  0.284

Output
Frontier orbital gap, hartree: 0.38216
Charge: 0
Structure (SMILES): O.O.O.O.O.O.O
Spin multiplicity: 1
ΔE to the lowest compared entry with this formula, charge and spin, kcal/mol: 102.1

DFT (ωB97M-V with the def2-TZVPD basis set) results for 6 unconnected molecules or ions with the total composition C29H57BrN2O9 in a non-equilibrium geometry.

Last column: Mulliken charge in e.
Cartesian coordinates (Å):
C: 6.933 -2.898 2.796  -0.855
C: 7.331 -3.051 1.321  -0.656
C: 6.701 -1.971 0.449  -0.495
Br: 7.475 -2.048 -1.367  -0.144
N: 5.259 -1.963 0.482  0.564
C: 4.638 -0.815 -0.158  -0.922
O: 4.210 0.159 0.788  -0.423
C: 2.964 -0.101 1.314  0.674
C: 2.916 -0.555 2.739  -0.692
O: 1.982 0.059 0.637  -0.435
C: 4.618 -3.208 0.233  0.025
O: 5.042 -4.082 -0.474  -0.525
O: 3.449 -3.293 0.913  0.053
C: 3.409 -4.398 1.877  -0.736
N: 2.136 -5.010 1.988  -0.361
C: 1.500 -5.362 0.720  -0.951
H: 7.467 -2.066 3.263  0.350
H: 5.865 -2.692 2.902  0.020
H: 7.143 -3.818 3.345  0.321
H: 7.086 -4.042 0.937  0.366
H: 8.414 -2.920 1.241  0.480
H: 7.013 -0.996 0.832  0.603
H: 3.784 -1.118 -0.771  0.471
H: 5.366 -0.311 -0.790  0.413
H: 2.461 0.224 3.356  0.425
H: 2.263 -1.429 2.777  0.021
H: 3.896 -0.816 3.138  0.307
H: 4.149 -5.141 1.566  0.546
H: 3.694 -3.992 2.851  0.298
H: 1.516 -4.429 2.537  0.304
H: 1.052 -4.497 0.221  0.289
H: 0.707 -6.089 0.900  0.327
H: 2.235 -5.808 0.045  0.315
C: -2.281 -1.700 -1.429  -0.099
C: -1.941 -2.453 -2.713  -0.480
C: -1.018 -3.547 -2.193  -0.429
O: -1.450 -3.836 -0.862  -0.392
C: -2.366 -2.833 -0.418  -0.306
H: -3.201 -1.119 -1.494  0.266
H: -1.466 -1.022 -1.164  -0.009
H: -2.845 -2.894 -3.140  0.307
H: -1.473 -1.830 -3.475  0.200
H: 0.023 -3.206 -2.160  0.189
H: -1.063 -4.462 -2.785  0.350
H: -3.372 -3.266 -0.393  0.278
H: -2.095 -2.526 0.593  0.126
C: -4.000 3.192 -2.685  -0.603
C: -2.685 2.518 -2.299  -0.136
C: -2.734 2.600 -0.781  0.054
O: -4.118 2.534 -0.419  -0.347
C: -4.930 2.705 -1.582  -0.558
H: -4.355 2.925 -3.680  0.327
H: -3.894 4.279 -2.642  0.310
H: -2.688 1.475 -2.622  -0.059
H: -1.804 2.994 -2.722  0.351
H: -2.322 3.547 -0.412  0.120
H: -2.196 1.781 -0.299  -0.049
H: -5.383 1.742 -1.842  0.277
H: -5.730 3.411 -1.353  0.308
C: -0.854 1.915 -7.097  -0.619
C: 0.450 1.220 -6.710  -0.576
C: 0.405 1.309 -5.190  -0.418
O: -0.979 1.267 -4.830  -0.290
C: -1.790 1.444 -5.992  -0.279
H: -1.213 1.653 -8.091  0.364
H: -0.730 2.999 -7.053  0.275
H: 0.430 0.176 -7.029  0.259
H: 1.339 1.688 -7.131  0.341
H: 0.835 2.251 -4.834  0.249
H: 0.922 0.486 -4.696  0.272
H: -2.257 0.487 -6.249  0.281
H: -2.579 2.163 -5.764  0.145
C: -1.922 0.079 4.741  -0.696
C: -1.955 0.786 3.387  -0.092
C: -0.557 0.507 2.856  -0.419
O: -0.166 -0.759 3.402  -0.269
C: -1.080 -1.151 4.429  -0.507
H: -2.907 -0.171 5.131  0.348
H: -1.414 0.706 5.476  0.316
H: -2.702 0.327 2.736  0.210
H: -2.178 1.850 3.464  0.111
H: 0.155 1.268 3.197  0.196
H: -0.503 0.455 1.770  0.232
H: -1.700 -1.974 4.056  0.271
H: -0.512 -1.509 5.290  0.270
C: -4.475 5.472 1.722  -0.435
C: -3.059 5.854 2.148  -0.421
C: -3.077 5.487 3.627  -0.452
O: -3.968 4.379 3.757  -0.447
C: -4.710 4.213 2.542  -0.050
H: -4.577 5.293 0.652  0.171
H: -5.180 6.255 2.010  0.335
H: -2.329 5.241 1.616  0.109
H: -2.815 6.901 1.978  0.381
H: -3.449 6.318 4.236  0.272
H: -2.095 5.197 4.005  0.287
H: -4.334 3.334 2.011  -0.031
H: -5.760 4.051 2.788  0.328

Output
Frontier orbital gap, hartree: 0.36454
Charge: 0
Structure (SMILES): CC[C@@H](Br)N(COC(C)=O)C(=O)OCNC.C1CCOC1.C1CCOC1.C1CCOC1.C1CCOC1.C1CCOC1
Spin multiplicity: 1
ΔE to the lowest compared entry with this formula, charge and spin, kcal/mol: 0.0

DFT (ωB97M-V with the def2-TZVPD basis set) results for a molecular structure, C17H21AsMgN8O in a non-equilibrium geometry.

Last column: Mulliken charge in e.
Cartesian coordinates (Å):
Mg: 0.328 -0.503 0.684  0.954
C: -1.487 -1.058 -2.906  -1.180
C: -1.811 0.349 -2.315  -0.679
As: -0.339 1.259 -1.405  0.247
C: -1.014 3.088 -1.182  -0.754
C: -1.963 3.288 -0.003  -1.132
C: 1.053 1.556 -2.809  -0.626
C: 0.384 2.034 -4.103  -1.173
H: -2.390 -1.514 -3.286  0.393
H: -0.984 -1.710 -2.179  0.171
H: -0.756 -0.948 -3.693  0.339
H: -2.605 0.203 -1.538  0.409
H: -2.182 1.061 -3.059  0.623
H: -1.522 3.453 -2.085  0.436
H: -0.129 3.654 -0.992  0.458
H: -2.977 2.893 -0.180  0.325
H: -2.101 4.341 0.215  0.428
H: -1.593 2.940 0.972  0.186
H: 1.674 0.671 -2.843  0.422
H: 1.640 2.379 -2.349  0.455
H: -0.388 1.339 -4.442  0.283
H: 1.156 2.061 -4.863  0.414
H: -0.008 3.045 -3.982  0.272
N: 0.712 0.144 4.810  -0.395
C: 0.171 0.169 3.599  1.159
O: 0.900 -0.220 2.602  -0.626
C: -1.184 0.522 3.428  0.030
C: -2.026 0.829 4.556  -0.227
N: -2.483 1.039 5.619  -0.536
C: -1.700 0.453 2.122  0.162
N: -2.115 0.281 1.032  -0.564
H: 1.665 -0.095 4.822  0.274
H: 0.227 0.395 5.672  0.215
N: 0.123 -3.282 1.902  0.058
C: -0.362 -4.549 1.944  -0.141
C: -1.469 -4.562 1.084  -0.934
C: -1.545 -3.262 0.555  -0.233
N: -0.587 -2.501 1.030  -0.216
H: 0.928 -2.901 2.332  0.165
H: 0.097 -5.277 2.597  0.452
H: -2.153 -5.357 0.887  0.399
H: -2.297 -2.866 -0.154  0.435
N: 1.972 -1.149 -0.214  -0.698
C: 3.106 -0.854 -0.242  0.622
C: 4.406 -0.452 -0.325  0.102
C: 4.871 0.397 -1.355  0.082
N: 5.363 1.056 -2.145  -0.456
C: 5.293 -0.831 0.699  0.086
N: 6.100 -1.010 1.488  -0.488

Output
Frontier orbital gap, hartree: 0.31087
Charge: 0
Spin multiplicity: 1
ΔE to the lowest compared entry with this formula, charge and spin, kcal/mol: 0.0

Values for HOMO energy, eV, ordered as above
-10.71; -9.28; -8.28
Values for total energy, eV, ordered as above
-14557.033; -122445.624; -98222.310